DFT (wB97M-V/def2-TZVPD) results for a structure of composition C26H21CoN4O2Si at a distorted geometry.

Values from the calculation:
Net charge   0
LUMO   -1.342 eV
Frontier orbital gap   7.181 eV

Geometry as XYZ:
```
55
Properties=species:S:1:pos:R:3:nbo_charge:R:1
C 1.12 0.89 -1.67 0.623
C 2.14 2.44 2.54 -0.204
H -2.33 -4.28 3.79 0.210
Co -1.04 -0.58 -1.38 0.588
C -0.84 -2.21 1.54 -0.443
N -2.96 -0.32 -1.48 -0.439
O 2.31 3.57 -1.36 -0.644
H 5.47 -0.52 -2.18 0.219
H -4.80 2.49 -1.35 0.231
H 4.91 3.66 -1.42 0.205
C -1.61 -3.93 3.07 -0.223
H 0.46 3.55 3.27 0.210
H 3.01 -0.82 -2.13 0.243
H 6.41 1.75 -1.79 0.215
C -5.60 0.48 -1.36 -0.136
H 2.87 3.13 2.95 0.210
H 1.22 -4.90 1.49 0.214
C 0.23 -3.03 1.19 -0.198
H -1.21 2.00 2.34 0.200
C -0.53 -4.73 2.71 -0.187
C 4.50 2.67 -1.59 -0.327
H 1.96 -0.43 0.77 0.221
C 5.34 1.59 -1.80 -0.162
H -0.41 -5.70 3.17 0.210
C -1.76 -2.68 2.48 -0.219
C 0.25 0.66 1.48 -0.545
C -5.27 -0.86 -1.42 -0.251
H 2.86 4.35 -1.24 0.476
H 3.61 1.13 1.69 0.215
O 0.82 -0.36 -1.63 -0.687
C -1.04 -2.48 -1.69 -0.080
H 0.94 -2.71 0.44 0.219
C 3.45 0.15 -1.98 -0.129
C -3.93 -1.23 -1.48 0.101
H -3.61 -2.26 -1.53 0.250
C 2.57 1.22 -1.76 -0.235
Si -1.05 -0.50 0.82 1.303
C -4.58 1.43 -1.39 -0.226
C 2.56 1.32 1.84 -0.204
C 0.39 -4.27 1.78 -0.211
C 0.79 2.68 2.72 -0.233
C 4.82 0.32 -2.00 -0.261
H -6.63 0.79 -1.30 0.228
C -3.27 1.00 -1.45 0.174
H -2.18 2.98 -1.53 0.216
C -0.15 1.80 2.19 -0.134
H -6.03 -1.63 -1.42 0.236
C 3.11 2.50 -1.57 0.433
H -2.61 -2.06 2.76 0.206
N 0.23 1.88 -1.63 -0.398
H -2.36 0.04 1.28 -0.217
C -2.10 1.90 -1.50 0.037
N -0.98 1.28 -1.54 -0.227
N -1.07 -3.59 -2.04 -0.482
C 1.62 0.44 1.32 -0.192
```



DFT (wB97M-V/def2-TZVPD) results for a structure of composition C20H14N12O6SSn.

Values from the calculation:
Net charge   +2
LUMO   -6.701 eV
Frontier orbital gap   8.164 eV
Energy relative to the best compared isomer or geometry (same formula, charge and spin)   0.0000 eV

Geometry as XYZ:
```
54
Properties=species:S:1:pos:R:3:nbo_charge:R:1
H -1.62 -4.04 3.78 0.268
C -0.55 -2.18 3.63 -0.223
C -1.16 -2.24 0.96 0.262
C 1.02 4.61 -1.93 0.619
C -1.60 -3.28 1.78 -0.068
H 2.25 6.19 -2.18 0.431
N 0.30 2.29 -0.84 -0.690
O -2.55 2.25 1.95 -0.250
C 2.33 2.27 0.50 0.164
C -1.50 -2.20 -0.47 0.146
C -2.70 -4.30 -0.21 0.154
N -0.13 4.06 -2.33 -0.531
H 2.55 -0.71 1.85 0.235
C -2.53 -3.13 -2.43 -0.083
O 1.42 0.04 -1.81 -0.565
H -0.30 -2.11 4.68 0.263
S -3.66 -6.26 0.69 1.050
C -1.30 -1.09 -2.50 0.091
C -2.05 -2.06 -3.15 -0.221
N -1.04 -1.16 -1.19 -0.540
C -0.15 -1.18 2.76 0.093
N -0.44 -1.22 1.46 -0.561
O 1.60 -1.52 -0.35 -0.525
H -0.89 -0.23 -3.02 0.244
N -1.62 2.33 -2.16 -0.788
N 1.83 4.08 -0.97 -0.496
H -3.11 -3.91 -2.90 0.266
O -0.48 1.60 1.80 -0.507
H -2.14 1.82 -1.46 0.426
C -0.47 2.93 -1.77 0.644
C 2.82 0.32 1.66 0.066
H 5.15 2.67 2.29 0.258
C 4.27 2.20 1.87 -0.098
C 3.95 0.89 2.20 -0.197
O 2.78 -1.62 -2.18 -0.247
H 3.67 3.91 0.69 0.273
H 0.39 -0.31 3.11 0.235
H 4.58 0.30 2.86 0.260
C 1.44 2.94 -0.49 0.478
N 2.02 1.01 0.84 -0.537
N -2.88 -5.39 1.79 -0.571
H -2.23 -1.97 -4.21 0.263
C 3.45 2.90 1.00 -0.166
H 0.82 6.19 -3.18 0.434
H -2.17 2.88 -2.80 0.432
C -2.25 -3.21 -1.06 0.007
C -1.28 -3.24 3.13 -0.059
N 1.40 5.75 -2.47 -0.700
N -1.68 1.65 1.42 0.731
Sn 0.16 0.27 -0.04 2.220
N 1.99 -1.08 -1.48 0.726
C -2.39 -4.33 1.16 0.077
O -1.90 0.95 0.34 -0.598
N -3.42 -5.34 -0.61 -0.594
```



DFT (wB97M-V/def2-TZVPD) results for a structure of composition C40H51GeN9OTi at a distorted geometry.

Values from the calculation:
Net charge   0
LUMO (spin up / spin down)   0.383 / 0.339 eV
<S²>   2.023
Frontier orbital gap (spin up / spin down)   4.637 / 5.800 eV
2S+1   3
Energy relative to the best compared isomer or geometry (same formula, charge and spin)   0.5133 eV

Geometry as XYZ:
```
103
Properties=species:S:1:pos:R:3:mulliken_charge:R:1
H 3.70 0.64 -2.06 0.294
H -0.69 0.88 -5.93 0.383
C -0.92 1.56 -5.10 -1.085
C 3.70 3.60 -0.71 -1.076
H -3.37 -6.11 0.25 0.398
C -2.71 -2.41 -0.60 -0.198
H 1.74 4.29 2.16 0.285
C -2.15 2.61 -1.07 -1.243
H -2.52 -1.37 -0.85 0.068
C 2.72 0.30 -2.41 -0.723
H 1.72 3.44 -1.45 0.453
C 1.24 -3.47 -1.06 0.028
C 4.66 3.12 0.22 -1.285
C -1.67 -3.18 -0.07 -0.004
H 4.93 1.66 1.77 0.460
H -0.48 1.12 4.84 0.266
H 3.41 -6.08 -1.20 0.412
H -1.42 2.43 -5.51 0.294
H -3.56 4.44 -0.10 0.380
H -4.78 -2.33 -1.19 0.408
N 0.32 1.94 -4.43 0.008
C 1.42 -3.36 4.67 -0.585
H 0.62 -2.34 -2.77 0.389
C 2.58 0.40 1.83 -0.139
C -3.19 -5.07 0.02 -0.722
H -4.55 0.72 3.54 0.398
Ge 0.14 -2.35 0.17 2.934
H 1.71 -3.57 5.70 0.399
C 2.02 -2.85 2.40 -0.124
H 2.13 -0.03 -1.56 -0.006
C 2.80 -5.26 -1.54 -0.646
C -3.98 -2.95 -0.79 -0.742
C -4.31 3.87 0.44 -1.207
H 0.86 2.26 4.94 0.527
C 2.98 1.55 0.95 0.231
Ti 0.09 1.38 0.11 -1.092
H 3.44 -3.16 3.98 0.425
C 2.39 -3.13 3.71 -0.830
C 2.66 1.87 -4.32 -0.865
H -1.72 -0.50 1.41 -0.542
H 3.95 4.41 -1.39 0.496
H 5.65 3.55 0.28 0.411
H 2.06 -4.79 0.41 0.351
C 2.77 -4.94 -2.89 -0.534
O 0.00 1.26 1.98 0.499
C 0.08 1.88 4.28 -1.656
C -3.83 1.45 3.18 -0.555
H -1.82 -0.31 3.17 0.366
C 0.66 1.30 3.03 0.095
N -3.09 0.92 2.06 0.371
H -4.46 3.55 3.24 0.398
C 4.24 2.09 1.05 -0.408
H -1.59 1.04 -4.43 0.364
H -5.21 -4.70 -0.62 0.376
H 3.46 -0.19 2.11 1.001
H -4.91 4.57 1.01 0.407
C 0.68 -2.81 2.02 0.214
C 1.49 1.97 -5.30 -0.630
C -4.22 -4.28 -0.48 -0.495
C 2.46 3.05 -0.76 -0.623
C 0.35 3.43 0.88 -0.257
C 0.08 -3.32 4.32 -0.795
H 3.36 -5.51 -3.60 0.378
C -2.91 1.85 1.07 0.097
H 2.51 1.16 3.81 0.404
N 2.05 1.40 -3.09 0.730
N 1.91 0.80 3.08 0.191
H -1.65 2.67 -3.12 0.748
C 1.23 -3.16 -2.42 -0.546
H -3.18 2.83 -1.38 0.759
H 3.13 2.85 -4.15 0.267
H -2.02 1.04 -2.50 0.230
H -0.60 2.69 4.01 0.239
H -5.54 2.48 2.31 0.398
H 2.86 -0.54 -3.09 0.510
C 0.12 -0.53 -0.36 0.755
H 1.51 2.89 -5.89 0.354
C -4.50 2.68 2.57 -0.826
N -0.08 1.71 -2.08 0.340
C 0.69 1.62 -3.13 -0.201
H -0.68 -3.51 5.06 0.434
H 1.88 -0.24 1.28 -1.941
H 1.95 -3.64 -4.39 0.406
H 3.42 1.18 -4.66 0.377
C -2.40 -0.33 2.24 -1.091
N 2.02 2.02 0.06 1.640
N -2.12 1.69 0.05 0.530
H 2.79 -2.67 1.65 0.571
H -1.63 3.54 -0.83 0.174
H -4.98 3.37 -0.27 0.366
H -0.13 -0.62 -1.43 -0.349
C -1.49 1.98 -2.29 -1.474
H -3.16 1.71 4.00 0.222
H -1.33 -3.03 2.73 0.347
N 0.86 4.14 1.68 -0.251
C -0.28 -3.05 3.00 -0.521
C 2.04 -4.53 -0.64 -0.515
C -1.93 -4.52 0.21 -0.208
C 1.98 -3.89 -3.33 -0.703
H -3.12 -1.14 2.30 0.549
N -3.71 2.94 1.38 0.082
H -1.12 -5.14 0.60 0.395
H 1.47 1.12 -5.99 0.409
```



DFT (wB97M-V/def2-TZVPD) results for an isolated molecule of C3H4N4.

Values from the calculation:
SMILES   N[C@]12[C@@H]3N=CN1N32
Net charge   0
LUMO   0.919 eV
Frontier orbital gap   10.697 eV
Energy relative to the best compared isomer or geometry (same formula, charge and spin)   4.2018 eV

Geometry as XYZ:
```
11
Properties=species:S:1:pos:R:3:nbo_charge:R:1
C -0.06 0.04 -0.54 0.316
C 0.34 -0.96 0.47 0.001
N 0.28 1.16 0.41 -0.336
N -0.09 -0.61 1.79 -0.411
H -0.07 0.62 -2.46 0.391
H -1.54 0.03 -1.90 0.387
N -0.54 -0.02 -1.83 -0.809
C -0.10 0.66 1.69 0.225
H -0.43 1.35 2.47 0.206
N 1.26 0.13 -0.11 -0.198
H 0.56 -2.00 0.24 0.228
```



Number 1: molecular weight 508.5 g mol⁻¹. Number 2: molecular weight 669.2 g mol⁻¹. Number 3: molecular weight 794.4 g mol⁻¹. Number 4: molecular weight 96.1 g mol⁻¹.